DFT (ωB97M-V with the def2-TZVPD basis set) results for C22H28N4OS in the gas phase at a distorted geometry.

CARTESIAN COORDINATES (ANGSTROEM)
C -5.311 -0.946 -1.553
C -4.185 -0.460 -0.682
N -3.076 -1.060 -0.526
N -2.803 -2.223 -1.148
C -1.647 -2.942 -0.999
O -1.569 -4.031 -1.536
C -0.553 -2.365 -0.181
C -0.300 -1.001 -0.077
C 0.755 -0.550 0.693
C 1.578 -1.442 1.369
C 2.723 -0.950 2.189
S 4.309 -1.098 1.264
C 4.293 0.369 0.321
N 5.299 0.493 -0.532
C 5.337 1.595 -1.265
C 6.473 1.737 -2.222
C 4.353 2.575 -1.137
C 3.344 2.353 -0.209
C 2.228 3.324 0.007
N 3.323 1.245 0.525
C 1.341 -2.808 1.241
C 0.291 -3.264 0.472
C -4.327 0.834 0.071
C -5.512 0.806 1.043
C -5.580 2.113 1.827
C -5.706 3.301 0.879
C -4.534 3.329 -0.097
C -4.464 2.025 -0.886
H -6.137 -0.243 -1.556
H -4.968 -1.078 -2.580
H -5.680 -1.908 -1.191
H -3.510 -2.684 -1.722
H -0.924 -0.295 -0.601
H 0.955 0.508 0.767
H 2.618 0.100 2.450
H 2.871 -1.559 3.080
H 7.062 2.619 -1.976
H 7.104 0.855 -2.170
H 6.096 1.855 -3.237
H 4.377 3.472 -1.735
H 2.576 4.345 -0.123
H 1.440 3.134 -0.721
H 1.813 3.198 1.003
H 1.990 -3.510 1.743
H 0.103 -4.321 0.362
H -3.408 0.960 0.651
H -6.445 0.670 0.493
H -5.398 -0.036 1.729
H -6.433 2.088 2.509
H -4.674 2.222 2.427
H -5.737 4.231 1.450
H -6.642 3.222 0.320
H -3.604 3.467 0.458
H -4.642 4.170 -0.786
H -5.370 1.920 -1.487
H -3.610 2.045 -1.567

Properties
LUMO level in eV: 0.5829
Gap between HOMO and LUMO in eV: 9.0
SMILES string: C/C(=N\NC(=O)c1ccc(CSc2nc(C)cc(C)n2)cc1)C1CCCCC1
Multiplicity: 1


DFT (ωB97M-V with the def2-TZVPD basis set) results for a molecular structure, C22H29AlCl3FN5O2SSi2 at a distorted geometry.

CARTESIAN COORDINATES (ANGSTROEM)
Al -0.138 0.198 0.432
C 1.326 0.338 4.305
Si 0.654 -1.296 3.639
C 1.970 -2.652 3.631
C -0.748 -1.862 4.766
C -0.063 -1.097 1.910
C -0.985 -1.895 1.454
H 1.744 0.218 5.309
H 0.524 1.077 4.360
H 2.103 0.747 3.661
H 2.505 -2.703 4.584
H 2.683 -2.469 2.828
H 1.507 -3.626 3.459
H -0.387 -2.040 5.783
H -1.197 -2.788 4.399
H -1.537 -1.109 4.815
Cl -0.259 2.303 1.282
Si 1.092 0.263 -1.735
Cl 0.242 1.834 -2.810
Cl 0.887 -1.411 -3.010
N -6.183 -1.943 -2.187
C -5.975 -0.854 -1.325
O -6.954 -0.247 -0.879
C -4.606 -0.493 -1.063
C -4.294 0.519 -0.111
C -3.009 0.782 0.243
N -1.924 0.112 -0.280
C -2.215 -0.802 -1.261
C -3.472 -1.117 -1.666
H -7.127 -2.288 -2.112
H -5.483 -2.668 -2.157
H -5.101 1.074 0.348
H -2.780 1.543 0.974
H -1.365 -1.301 -1.713
H -3.571 -1.840 -2.465
C 5.438 -2.482 1.434
C 5.319 -1.353 2.452
C 4.408 -0.261 1.978
N 3.216 -0.471 1.536
N 2.551 0.656 1.163
C 3.255 1.737 1.318
N 2.826 2.980 0.971
S 4.847 1.419 1.955
H 6.057 -3.291 1.824
H 5.886 -2.122 0.506
H 4.454 -2.882 1.196
H 6.302 -0.935 2.676
H 4.923 -1.741 3.395
H 1.810 3.032 0.889
H 3.249 3.754 1.455
F -4.695 -5.820 0.373
C -3.776 -4.865 0.675
C -2.433 -5.146 0.475
C -1.496 -4.178 0.766
C -1.899 -2.911 1.277
C -3.288 -2.671 1.459
C -4.215 -3.644 1.161
H -2.139 -6.113 0.088
H -0.445 -4.371 0.598
H -3.618 -1.697 1.795
H -5.275 -3.459 1.277
C 3.755 -0.309 -1.845
O 2.692 0.627 -1.849
H 4.695 0.246 -1.890
H 3.699 -0.973 -2.712
H 3.748 -0.921 -0.939

Properties
LUMO level (spin up / spin down) in eV: 1.9603 / 1.9599
Gap between HOMO and LUMO (spin up / spin down) in eV: 5.3 / 4.6
Multiplicity: 1
Charge: -1


DFT (ωB97M-V with the def2-TZVPD basis set) results for a molecular structure, C22H29AsN4RhS at a distorted geometry.

CARTESIAN COORDINATES (ANGSTROEM)
Rh 0.006 0.133 -0.492
C -0.603 -2.600 0.778
C 0.003 -1.823 1.936
C -0.911 -0.700 2.298
C -1.605 -0.643 3.492
C -2.389 0.466 3.773
C -2.471 1.492 2.842
C -1.798 1.356 1.647
N -1.036 0.282 1.384
N -0.034 -2.157 -0.510
C -0.880 -2.547 -1.643
C -1.977 -1.573 -1.866
C -3.162 -1.942 -2.475
C -4.108 -0.973 -2.767
C -3.849 0.349 -2.426
C -2.660 0.651 -1.798
N -1.742 -0.294 -1.536
C 1.328 -2.664 -0.723
C 2.013 -1.818 -1.748
C 2.870 -2.350 -2.692
C 3.518 -1.497 -3.574
C 3.295 -0.131 -3.475
C 2.409 0.328 -2.523
N 1.762 -0.500 -1.685
H -1.679 -2.426 0.737
H -0.449 -3.675 0.911
H 0.960 -1.386 1.635
H 0.198 -2.466 2.791
H -1.517 -1.456 4.199
H -2.923 0.535 4.711
H -3.055 2.380 3.034
H -1.865 2.115 0.881
H -1.277 -3.555 -1.496
H -0.270 -2.565 -2.549
H -3.336 -2.983 -2.712
H -5.036 -1.248 -3.251
H -4.562 1.134 -2.632
H -2.421 1.657 -1.491
H 1.307 -3.707 -1.049
H 1.880 -2.635 0.218
H 3.044 -3.417 -2.724
H 4.184 -1.894 -4.328
H 3.802 0.565 -4.128
H 2.200 1.381 -2.415
C -0.648 5.473 -1.818
As 0.375 3.961 -2.395
C 2.212 4.469 -2.607
C -0.257 3.269 -4.077
S 0.120 2.457 -0.832
H -0.681 6.184 -2.644
H -0.154 5.927 -0.961
H -1.656 5.168 -1.548
H 2.240 5.215 -3.403
H 2.819 3.613 -2.894
H 2.591 4.904 -1.685
H 0.153 3.900 -4.866
H -1.344 3.302 -4.110
H 0.095 2.248 -4.206

Properties
LUMO level in eV: -10.9658
Gap between HOMO and LUMO in eV: 7.0
Multiplicity: 1
Charge: +3


Quick rundown of relative energy (zero: lowest compared OMol25 entry of this formula, charge and spin), same order as above: 0.511; 0.000; 0.000 eV